[1]
2 unconnected molecules or ions with the total composition C3H8N2 at a distorted geometry, computed with ωB97M-V with the def2-TZVPD basis set.

Computed properties:
SMILES = [H]/N=C/N.C=C
spin multiplicity = 1
energy above the lowest of the compared OMol25 structures with the same formula, charge and spin = 70.9 kcal/mol
frontier orbital gap = 10.832 eV
E_LUMO = 1.23 eV
HOMO = -0.35275 Ha

CARTESIAN COORDINATES (ANGSTROEM)
N: -0.69709 1.67474 -3.76625
N: -0.27169 -0.45598 -4.75289
C: -1.13389 0.40776 -4.29305
C: 1.22424 -0.16824 4.84857
C: 0.72037 -1.42570 4.94783
H: 1.43629 0.37578 5.78903
H: 1.33209 0.41528 3.96746
H: 0.49182 -2.09272 4.11057
H: 0.36163 1.71317 -3.76897
H: -1.21187 2.56152 -4.10148
H: -2.25711 0.16043 -3.99069
H: 0.41388 -1.72329 5.87147
H: -0.40867 -1.44275 -4.86158

Atom charges from the Mulliken analysis, given in e for atoms 1 to 8: N -0.507; N -0.622; C 0.138; C -0.445; C -0.463; H 0.183; H 0.256; H 0.229


[2]
A molecular structure, F5Li3Sr2 at a distorted geometry, computed with ωB97M-V with the def2-TZVPD basis set.

Computed properties:
spin multiplicity = 2
expectation value of S² = 0.76
frontier orbital gap (spin up / spin down) = 8.142 / 5.884 eV
E_LUMO (spin up / spin down) = -13.29 / -15.46 eV
HOMO (spin up / spin down) = -0.78774 / -0.78437 Ha
charge = +3

CARTESIAN COORDINATES (ANGSTROEM)
Sr: -0.62317 2.29388 -1.37523
Sr: -0.65229 -1.38671 2.51368
F: 1.68241 1.35889 -0.80531
F: 1.33676 -2.33990 1.23436
F: -0.47910 -0.21404 -2.43995
F: -0.32477 0.01593 0.45449
F: -2.70489 0.87773 -0.98340
Li: -1.28341 -1.06576 -0.80953
Li: 2.35506 -0.88878 0.34468
Li: 0.69337 1.34874 1.86620

Atom charges from the Mulliken analysis, given in e for atoms 1 to 8: Sr 1.800; Sr 1.848; F -0.839; F -0.816; F -0.316; F -0.874; F -0.564; Li 0.878


[3]
2 unconnected molecules or ions with the total composition C4H11NS at a distorted geometry, computed with ωB97M-V with the def2-TZVPD basis set.

Computed properties:
SMILES = C=CN.CCS
spin multiplicity = 1
energy above the lowest of the compared OMol25 structures with the same formula, charge and spin = 20.5 kcal/mol
frontier orbital gap = 9.475 eV
E_LUMO = 0.86 eV
HOMO = -0.31642 Ha

CARTESIAN COORDINATES (ANGSTROEM)
S: 1.01528 1.58579 -0.37726
N: -2.45734 0.53399 -1.16864
C: -2.07534 -0.82494 0.81591
C: -2.45601 0.28887 0.21623
C: 1.51006 -0.19285 -0.46523
C: 2.82722 -0.41287 0.26427
H: 1.56761 -0.38033 -1.53471
H: -1.53623 -1.60066 0.28429
H: -2.22248 -0.98761 1.86679
H: -2.26699 1.51368 -1.34257
H: -2.89137 1.07635 0.81095
H: -1.69859 0.03083 -1.61432
H: 0.54918 1.47494 0.87476
H: 3.20109 -1.41374 0.04092
H: 0.69038 -0.65991 0.06539
H: 3.56245 0.31454 -0.07128
H: 2.68108 -0.34609 1.33452

Atom charges from the Mulliken analysis, given in e for atoms 1 to 8: S -0.231; N -0.557; C -0.800; C 0.033; C -0.264; C -1.007; H 0.356; H 0.272


[4]
C3N3O6P in the gas phase at a distorted geometry, computed with ωB97M-V with the def2-TZVPD basis set.

Computed properties:
spin multiplicity = 1
energy above the lowest of the compared OMol25 structures with the same formula, charge and spin = 20.2 kcal/mol
frontier orbital gap = 8.971 eV
E_LUMO = -2.91 eV
HOMO = -0.43662 Ha

CARTESIAN COORDINATES (ANGSTROEM)
P: -1.13208 0.25579 2.86505
O: -0.51606 1.47242 3.32769
O: 2.11792 0.43637 -3.05318
O: 0.63486 -1.15868 -3.18974
O: -1.60453 0.94684 0.97862
O: 0.10032 -0.64111 2.06429
O: -2.22576 -0.59640 3.16226
N: -0.41227 0.74958 -1.07905
N: 1.18109 -0.21119 -2.66606
N: 0.99041 -1.02730 -0.10900
C: 0.54053 0.01143 -1.38934
C: -0.74345 0.52728 0.23935
C: 0.24201 -0.54122 0.79930

Atom charges from the Mulliken analysis, given in e for atoms 1 to 8: P 1.011; O -0.539; O -0.495; O -0.463; O -0.401; O -0.338; O -0.533; N -0.436


[5]
2 unconnected molecules or ions with the total composition C4H8N at a distorted geometry, computed with ωB97M-V with the def2-TZVPD basis set.

Computed properties:
spin multiplicity = 3
expectation value of S² = 2.01
energy above the lowest of the compared OMol25 structures with the same formula, charge and spin = 61.8 kcal/mol
frontier orbital gap (spin up / spin down) = 9.923 / 6.924 eV
E_LUMO (spin up / spin down) = -2.60 / -10.39 eV
HOMO (spin up / spin down) = -0.46021 / -0.63634 Ha
charge = +1

CARTESIAN COORDINATES (ANGSTROEM)
N: 0.06516 -1.81348 -1.17935
C: -0.85238 1.06291 -0.41230
C: 0.42302 0.69125 0.08861
C: 0.45346 -0.17684 1.28804
C: 0.16605 -2.62052 -1.97939
H: -1.03036 2.13044 -0.20136
H: 0.22963 -3.52636 -2.63907
H: 1.33242 1.10354 -0.42109
H: 1.32407 -0.09190 1.95115
H: -0.47754 -0.13686 1.88394
H: -1.64610 0.51229 0.09720
H: 0.40577 -0.97099 0.47357
H: -0.71301 1.38008 -1.49982

Atom charges from the Mulliken analysis, given in e for atoms 1 to 8: N -0.275; C -0.812; C -0.100; C -0.455; C -0.101; H 0.371; H 0.347; H 0.379


[6]
A molecular structure, C32H16Cl7N7NdO7S2 at a distorted geometry, computed with ωB97M-V with the def2-TZVPD basis set.

Computed properties:
spin multiplicity = 4
expectation value of S² = 3.75
energy above the lowest of the compared OMol25 structures with the same formula, charge and spin = 5.4 kcal/mol
frontier orbital gap (spin up / spin down) = 5.273 / 5.286 eV
E_LUMO (spin up / spin down) = 1.45 / 1.46 eV
HOMO (spin up / spin down) = -0.14050 / -0.14056 Ha
charge = -1

CARTESIAN COORDINATES (ANGSTROEM)
Nd: -0.23929 -0.75486 -0.30486
Cl: 4.50552 3.71162 -3.48691
Cl: -2.37775 -5.45486 1.46469
Cl: -0.06989 -0.99610 5.20803
Cl: -2.17351 -5.89414 4.50529
Cl: -1.45448 -3.54817 6.37383
Cl: -3.84151 4.29362 0.76933
Cl: 3.33576 2.92018 1.66965
S: 4.46140 -2.94826 1.06350
S: 0.87946 -4.57018 -3.87923
O: -5.78371 1.95935 -2.18427
O: -0.13879 -0.95235 2.20964
O: 1.28725 0.86733 0.44048
O: -4.29036 3.46720 -2.93295
O: -1.93960 -0.99803 -1.93049
O: -1.20787 -2.83962 0.58238
O: -3.83596 -0.20920 -2.93662
N: 0.50716 -2.77002 -1.97541
N: 2.66269 -1.60020 2.52101
N: -1.37439 -3.06871 -3.34137
N: 2.10030 -2.07560 0.28412
N: -2.19897 2.18582 0.60543
N: -1.96193 0.95748 -0.04728
N: 0.65319 0.77700 -2.14747
C: -2.93040 -0.14433 -2.08714
C: -3.72583 2.07677 -1.00621
C: 1.92381 1.64513 -0.38173
C: 2.94631 -2.11491 1.31924
C: -0.84314 3.84282 1.68334
C: -4.70535 2.45153 -2.08630
C: 2.40330 2.32960 -2.73405
C: 0.28347 0.74794 -3.43498
C: -0.11069 -3.30194 -3.00985
C: -2.87525 0.92596 -1.05511
C: 0.96467 1.44681 -4.43268
C: -0.13064 3.66876 3.98959
C: -1.67759 -4.40915 3.81629
C: -1.72812 -4.20884 2.43540
C: 3.83852 -3.44884 -0.48116
C: 2.61713 -2.87025 -0.74957
C: 3.69994 3.24596 -0.93111
C: -1.24626 -3.36183 4.66282
C: 2.06864 -4.33502 -2.67432
C: -0.78812 2.44199 4.03626
C: -1.23031 -3.01867 1.86292
C: -0.64331 -2.01535 2.76068
C: 2.94875 2.55287 0.02213
C: -1.48939 2.61211 1.77085
C: 2.01079 2.30217 -4.08625
C: -0.14253 4.32655 2.78258
C: 1.66729 1.59357 -1.79568
C: -1.41961 1.87387 2.95453
C: 1.77529 -3.28245 -1.82902
C: -0.68525 -2.20054 4.17773
C: 3.52244 3.04682 -2.30283
C: -3.28254 2.80046 0.06137
H: -0.54758 0.09644 -3.73491
H: 4.28545 -4.26037 -1.00115
H: 0.43851 4.02850 4.84734
H: -3.35211 3.63737 -2.77466
H: 1.70798 -1.28981 2.72339
H: -1.83173 -2.19715 -2.94533
H: 2.53247 2.86495 -4.81944
H: 3.21158 -1.82502 3.37080
H: -1.78173 -3.40477 -4.18657
H: -1.90623 0.90301 2.99887
H: -0.84627 4.36534 0.74709
H: 4.50741 3.89757 -0.57270
H: 0.34227 5.32740 2.66296
H: -0.81350 1.81992 4.95732
H: 2.87600 -5.00989 -2.61978
H: 0.65672 1.36761 -5.44154

Atom charges from the Mulliken analysis, given in e for atoms 1 to 8: Nd 0.354; Cl -0.299; Cl -0.250; Cl -0.260; Cl -0.238; Cl -0.254; Cl -0.179; Cl -0.243


[7]
A molecular structure, C28H42AlNO2Si at a distorted geometry, computed with ωB97M-V with the def2-TZVPD basis set.

Computed properties:
spin multiplicity = 1
energy above the lowest of the compared OMol25 structures with the same formula, charge and spin = 0.0 kcal/mol
frontier orbital gap = 7.897 eV
E_LUMO = 0.61 eV
HOMO = -0.26768 Ha

CARTESIAN COORDINATES (ANGSTROEM)
Si: -0.33651 0.07549 4.34947
Al: -0.67332 -0.64978 1.12029
O: 1.78261 0.90331 -2.96263
O: -0.77971 -0.58664 -2.90730
N: 0.01197 0.42745 2.64616
C: 2.13677 2.77686 0.77970
C: 0.22345 2.29329 -1.68666
C: 0.97193 2.23642 1.33846
C: -0.52294 -1.40375 -4.10329
C: 3.40886 1.90744 2.65206
C: -2.25267 -0.87567 -0.61355
C: -2.02282 -0.68112 4.65417
C: 0.75776 -2.16565 -4.01404
C: -1.10945 0.53648 -3.81699
C: -0.38840 -3.25287 0.89607
C: -0.23558 1.66505 5.33250
C: 1.11733 1.03517 -1.68502
C: 3.37019 2.57058 1.42102
C: -2.76345 0.03382 1.44909
C: -0.05409 -3.12542 -0.46291
C: -2.09067 0.33412 0.18109
C: 0.89776 -1.14222 5.07771
C: -1.74885 -2.25997 -4.42760
C: 0.41387 -2.33237 1.65671
C: 1.20328 -1.55373 0.67608
C: 1.94353 2.26490 -3.44782
C: 2.25462 1.33345 3.18858
C: -3.08509 -1.78265 0.07323
C: 1.06380 1.32949 2.42058
C: -3.39801 -1.25025 1.33289
C: -0.50714 -0.16579 -5.02348
C: 0.84685 3.13554 -2.80581
C: 0.90964 -2.11243 -0.61290
H: -0.81988 1.48113 6.24608
H: -0.04802 2.47815 1.02125
H: 1.25097 4.06153 -2.37150
H: 0.67538 -2.95860 -3.26975
H: 1.57446 -1.48109 -3.75703
H: 1.88826 1.10911 -0.90961
H: -1.96108 -2.98630 -3.62660
H: -2.99355 0.80381 2.18301
H: -0.41513 -3.76668 -1.26393
H: 0.49105 0.20802 -5.25692
H: -1.55951 -2.81350 -5.35807
H: 0.10729 3.40858 -3.55584
H: -3.45760 -2.72233 -0.34505
H: 2.10529 3.37125 -0.13848
H: 1.85790 2.24711 -4.55137
H: -2.17644 -0.82222 5.73819
H: -0.85108 2.08258 -1.81372
H: -1.08710 -3.96427 1.33398
H: 1.04504 -0.93045 6.14729
H: -2.64101 -1.62718 -4.58795
H: 0.48656 -2.15496 5.00254
H: -0.57594 1.45515 -3.55179
H: 0.78882 1.93357 5.62565
H: 1.41928 -1.86862 -1.53509
H: 4.27889 2.95914 0.95431
H: 0.58555 0.10362 -1.46971
H: -4.10242 -1.67294 2.04808
H: -1.99739 -0.95895 -1.64935
H: -2.07810 -1.67314 4.17944
H: 0.34260 2.82531 -0.74323
H: 4.34607 1.82392 3.20571
H: 0.69995 -2.44865 2.70890
H: -0.67304 2.52823 4.81047
H: 1.88369 -1.14051 4.60005
H: 0.95464 -2.63814 -4.98360
H: 2.95505 2.62009 -3.15365
H: -2.85473 -0.06759 4.28512
H: -1.80656 1.32072 -0.17804
H: -2.20350 0.70472 -3.83514
H: 2.27743 0.82898 4.15480
H: 2.09233 -0.96487 0.89390
H: -1.14997 -0.21225 -5.90923

Atom charges from the Mulliken analysis, given in e for atoms 1 to 8: Si 0.576; Al -2.131; O -0.490; O -0.457; N 1.631; C -0.727; C -0.906; C -0.244


[8]
A molecular structure, C8H18ClNO4Zn at a distorted geometry, computed with ωB97M-V with the def2-TZVPD basis set.

Computed properties:
spin multiplicity = 1
frontier orbital gap = 5.444 eV
E_LUMO = -12.12 eV
HOMO = -0.64560 Ha
charge = +2

CARTESIAN COORDINATES (ANGSTROEM)
Zn: 1.45111 -3.11552 -3.54652
Cl: -0.01805 -2.86603 -1.35166
O: 0.91453 -3.53424 -0.42024
O: -0.81717 -1.83047 -0.76965
O: -0.90049 -3.96980 -1.78201
O: 0.72483 -2.30581 -2.52555
N: 0.43153 1.13992 0.83461
C: 2.15443 -0.02637 -0.53473
C: -2.03334 0.46407 1.10934
C: 0.26683 2.35399 1.83057
C: -2.74465 -0.41094 0.01057
C: 1.91031 0.65562 0.79266
C: -0.55624 0.02808 1.29425
C: 0.84865 0.34165 -1.38037
C: 0.16992 1.47178 -0.64821
H: 3.10905 0.27523 -0.96582
H: -3.81999 -0.25872 -0.08205
H: 0.76475 2.38444 -0.68471
H: -2.65130 -1.46237 0.28237
H: -2.38016 0.22487 2.11463
H: 0.21455 2.04473 2.87447
H: 2.54656 1.51995 0.98297
H: -0.87640 1.68639 -0.86559
H: 2.36362 -1.08608 -0.38856
H: 1.04360 0.62561 -2.41452
H: -0.24067 -0.87867 0.77818
H: -2.24440 -0.33689 -0.95501
H: 1.21682 2.84110 1.61067
H: 2.19718 0.17419 1.72755
H: -2.30762 1.48407 0.84010
H: -0.21601 -0.14927 2.31448
H: 0.09043 -0.40717 -1.60946
H: -0.61223 2.92265 1.52724

Atom charges from the Mulliken analysis, given in e for atoms 1 to 8: Zn 1.347; Cl 1.636; O -0.513; O -0.425; O -0.559; O -0.617; N -0.236; C -0.458


The highest spin multiplicity belongs to which entry?
C32H16Cl7N7NdO7S2


Look up the spin multiplicity of the fourth one.
1